Record 1
Entry from the OMol25 dataset: a molecular structure, C24H29As2O12PS4Tc (ωB97M-V/def2-TZVPD).

Geometry as XYZ:
```
73
Properties=species:S:1:pos:R:3:forces:R:3
Tc 0.9888 -0.3624 0.4976 -0.1 0.2 0.0
O 2.3908 0.8506 -3.4708 -0.2 0.0 0.0
As 1.1416 1.6011 -2.5020 -0.3 0.1 0.0
O -0.0407 2.0805 -3.5261 0.1 -0.1 0.1
O 0.6054 0.5348 -1.2917 0.4 -0.1 -0.2
C 1.8140 3.2356 -1.6607 0.0 -0.1 0.2
C 1.3602 4.4131 -2.2391 0.0 0.0 0.1
C 1.6616 5.6386 -1.6569 0.0 0.0 0.0
C 2.3922 5.6946 -0.4802 0.0 0.0 0.0
C 2.8552 4.5250 0.1070 0.0 0.0 -0.1
C 2.5753 3.3081 -0.4909 0.0 0.1 -0.2
S 3.2815 1.8121 0.1530 -0.2 -0.2 0.0
O 4.4424 2.1391 0.9301 -0.1 0.3 0.2
O 3.5002 1.0225 -1.0323 0.1 0.0 0.1
O 2.1652 1.2683 1.0147 0.3 -0.3 -0.2
H 3.1171 0.5461 -2.9020 0.1 -0.1 0.1
H 0.7535 4.3403 -3.1333 0.0 0.0 0.0
H 1.3113 6.5542 -2.1189 0.0 0.0 0.0
H 2.6087 6.6516 -0.0207 0.0 0.0 0.0
H 3.4500 4.5403 1.0104 0.0 0.0 0.0
O 3.8292 -3.7332 -0.7315 0.0 0.1 0.1
As 3.2861 -2.1789 -1.3384 0.0 0.1 0.1
O 4.4888 -1.5039 -2.2068 -0.2 0.0 0.1
O 2.6409 -1.4313 0.0491 0.0 0.0 -0.4
C 1.8755 -2.6768 -2.5705 -0.1 -0.1 0.0
C 2.2590 -2.6120 -3.9042 -0.1 0.1 0.0
C 1.4255 -3.0998 -4.9004 0.0 0.0 0.0
C 0.2097 -3.6698 -4.5681 -0.1 0.0 0.0
C -0.1921 -3.7290 -3.2420 0.1 0.1 0.0
C 0.6313 -3.2215 -2.2464 0.1 -0.1 -0.1
S 0.0681 -3.3680 -0.5641 -0.1 0.5 0.1
O -1.1821 -4.0797 -0.6157 -0.1 -0.1 0.0
O 1.1352 -3.9933 0.1815 0.0 -0.1 0.0
O -0.1866 -1.9438 -0.1485 0.1 -0.2 0.0
H 3.1143 -4.0536 -0.1571 -0.1 0.0 0.0
H 3.2236 -2.1783 -4.1351 0.0 0.0 0.0
H 1.7341 -3.0405 -5.9371 0.0 0.0 0.0
H -0.4352 -4.0681 -5.3423 0.0 0.0 0.0
H -1.1380 -4.1656 -2.9578 0.0 0.0 0.0
S 1.2679 -1.3285 2.6300 0.0 0.0 -0.1
C 0.2633 -0.3759 3.6985 0.1 0.0 0.1
C 0.3531 -0.5663 5.0799 0.0 0.0 0.0
C -0.4042 0.1910 5.9581 0.0 0.0 0.0
C -1.2731 1.1575 5.4603 0.0 0.0 0.0
C -1.3784 1.3436 4.0921 0.0 -0.1 0.0
C -0.6226 0.5816 3.1964 -0.1 0.2 0.0
S -0.8398 0.8288 1.4726 0.2 -0.2 0.0
H 1.0395 -1.3165 5.4542 0.0 0.0 0.0
H -0.3137 0.0318 7.0262 0.0 0.0 0.0
H -1.8610 1.7670 6.1367 0.0 0.0 0.0
H -2.0580 2.0859 3.6902 0.0 0.0 0.0
C -4.7254 1.3480 -2.6978 0.0 0.0 0.0
C -3.4200 1.4387 -1.9120 0.0 0.0 0.0
P -2.6704 -0.1259 -1.2552 -0.2 0.0 -0.2
C -2.7652 -1.1944 -2.7642 0.0 0.0 0.0
C -1.8456 -0.7128 -3.8837 0.0 0.0 0.1
C -4.1283 -0.8360 -0.3487 0.1 0.0 0.1
C -3.6980 -1.9447 0.6155 0.0 0.0 0.0
H -5.0941 2.3421 -2.9680 0.0 0.0 0.0
H -5.5093 0.8511 -2.1218 0.0 0.0 0.0
H -4.5893 0.7887 -3.6250 0.0 0.0 0.0
H -3.5468 2.0814 -1.0347 0.0 0.0 0.0
H -2.6366 1.9046 -2.5180 0.0 0.0 0.0
H -3.8026 -1.2654 -3.1103 0.0 0.0 0.0
H -2.4694 -2.1933 -2.4287 0.0 0.0 0.0
H -2.0757 0.3087 -4.1909 0.0 0.0 0.0
H -0.8044 -0.6979 -3.5570 0.0 0.0 0.0
H -1.9144 -1.3627 -4.7599 0.0 0.0 0.0
H -4.8762 -1.2117 -1.0551 -0.1 0.0 0.0
H -4.5856 -0.0150 0.2143 0.0 0.0 0.0
H -3.1780 -2.7485 0.0935 0.0 0.0 0.0
H -4.5584 -2.3756 1.1363 0.0 0.0 0.0
H -3.0036 -1.5519 1.3600 0.0 0.0 0.0
```
Forces are in eV/Å.

Calculated values
LUMO level (spin up / spin down): 4.4 / 4.4 eV
HOMO-LUMO gap (spin up / spin down): 6.66 / 6.93 eV
charge: -2
multiplicity: 4
energy relative to the best compared isomer or geometry (same formula, charge and spin): 0.1 kcal/mol
HOMO level (spin up / spin down): -0.081 / -0.093 Eh

---

Record 2
Entry from the OMol25 dataset: 4 unconnected molecules or ions with the total composition C24H29BNO13 (ωB97M-V/def2-TZVPD).

Geometry as XYZ:
```
68
Properties=species:S:1:pos:R:3:forces:R:3
C -4.2543 -3.3182 -0.0299 -0.1 0.0 0.0
C -3.4760 -4.6143 -0.2169 -0.2 -0.1 0.1
C -2.0699 -4.4613 -0.7656 0.2 0.0 -0.3
C -1.0267 -3.8903 0.2056 0.0 -0.2 0.6
O -0.3178 -2.7794 -0.2054 0.1 0.2 -0.3
B -0.9614 -1.4073 -0.1040 0.1 0.1 0.3
C -0.6385 -0.5605 -1.4516 0.0 0.0 0.0
C -1.1300 -1.2140 -2.7390 0.0 0.0 0.0
N -0.2489 -2.2628 -3.2590 -0.2 -0.1 -0.3
H -3.9929 -2.8105 0.8963 0.1 0.1 -0.1
H -5.3263 -3.5155 -0.0157 -0.1 0.0 0.1
H -4.0481 -2.6303 -0.8485 0.0 0.1 0.0
H -3.4082 -5.1481 0.7363 -0.1 -0.1 0.1
H -4.0417 -5.2667 -0.8865 0.0 -0.1 -0.1
H -2.0741 -3.8459 -1.6676 -0.1 0.0 0.0
H -1.7402 -5.4589 -1.0666 0.1 0.0 -0.2
H -0.2864 -4.6721 0.4018 0.0 -0.2 0.1
H -1.5244 -3.6970 1.1718 -0.1 0.0 0.1
H -0.5005 -0.8033 0.9003 -0.1 -0.2 -0.2
H -2.1855 -1.5137 0.0370 0.2 0.0 0.0
H -1.0953 0.4319 -1.3432 0.0 0.1 0.0
H 0.4418 -0.3989 -1.5676 0.1 0.1 0.1
H -1.2591 -0.4813 -3.5443 0.0 0.0 -0.1
H -2.1146 -1.6610 -2.5730 -0.1 0.0 0.0
H 0.6249 -1.8162 -3.4995 0.2 -0.1 0.0
H -0.0566 -2.9254 -2.5164 0.1 0.1 0.2
C 1.5081 1.7101 -3.4628 -0.1 -0.1 0.0
C 2.0771 2.8843 -3.1582 0.1 -0.1 -0.1
C 3.3996 3.3265 -3.7419 0.1 -0.1 -0.1
O 3.8079 4.4262 -3.4068 0.0 0.0 0.0
C 4.0979 2.4383 -4.6469 0.1 0.1 0.0
C 3.5358 1.2595 -4.9502 -0.1 0.1 0.0
C 2.1955 0.8345 -4.3888 -0.2 0.1 0.2
O 1.7756 -0.2434 -4.7648 0.1 -0.1 -0.1
O 4.0627 0.3617 -5.7615 0.2 0.0 -0.1
O 1.5554 3.7726 -2.3262 -0.2 0.1 0.1
H 0.5738 1.3707 -3.0326 0.0 0.0 0.0
H 5.0498 2.7564 -5.0475 0.0 0.0 0.0
H 3.4217 -0.3804 -5.7836 -0.1 0.0 0.0
H 2.1638 4.5378 -2.3213 0.0 0.0 -0.1
C -0.9375 7.7781 1.4999 0.0 0.1 0.0
C -0.7472 6.6466 2.1955 0.0 0.0 -0.1
C -0.1853 5.3879 1.5637 0.0 0.0 -0.2
O -0.0282 4.4436 2.3119 0.0 0.0 0.0
C 0.1267 5.3967 0.1479 0.0 -0.2 0.1
C -0.0603 6.5306 -0.5402 0.0 0.0 0.1
C -0.5968 7.7934 0.0954 -0.1 0.0 0.2
O -0.7098 8.7648 -0.6341 0.0 0.0 0.0
O 0.2093 6.6739 -1.8290 0.1 -0.1 -0.2
O -1.0099 6.5051 3.4795 -0.1 0.1 0.2
H -1.3313 8.6813 1.9436 0.0 0.0 0.0
H 0.5043 4.4885 -0.3009 0.0 0.0 0.0
H -0.0187 7.5987 -2.0497 0.0 0.0 0.0
H -0.7691 5.5803 3.7001 0.0 0.0 -0.1
C 0.2229 -2.6058 5.7578 0.0 0.0 0.0
C 0.8322 -3.6345 6.3558 0.0 0.0 -0.1
C 1.5817 -4.6951 5.5840 0.0 0.0 -0.2
O 2.1022 -5.5748 6.2619 0.0 0.0 0.0
C 1.6288 -4.6065 4.1557 0.1 -0.1 0.0
C 1.0162 -3.5767 3.5260 0.0 0.0 0.1
C 0.2789 -2.4964 4.3051 0.0 0.0 0.1
O -0.2252 -1.5958 3.6750 0.0 0.0 0.0
O 1.0176 -3.4435 2.2313 0.1 0.2 0.0
O 0.8560 -3.8413 7.6672 -0.1 0.1 0.2
H -0.3119 -1.8424 6.3046 0.0 0.0 0.0
H 2.1568 -5.3780 3.6136 0.0 0.0 -0.1
H 0.5039 -2.6510 1.9407 0.0 0.0 -0.2
H 1.3796 -4.6613 7.7821 0.0 0.0 -0.1
```
Forces are in eV/Å.

Calculated values
LUMO level: 0.2 eV
HOMO-LUMO gap: 4.54 eV
charge: -1
HOMO level: -0.160 Eh

---

Record 3
Entry from the OMol25 dataset: a molecular structure, C24H29BiBrCl2N2OS2 (ωB97M-V/def2-TZVPD).

Geometry as XYZ:
```
62
Properties=species:S:1:pos:R:3:forces:R:3
Bi -0.1870 0.4320 -0.0320 -0.1 -0.1 0.4
C 0.4670 -4.1283 -0.1787 -0.2 0.1 0.2
C -0.9289 -3.6264 0.2000 0.2 -0.2 -0.1
N -1.2470 -2.3165 -0.3546 -0.2 0.1 0.2
C -1.5785 -2.2244 -1.7656 0.1 -0.1 -0.1
C -0.4054 -2.3029 -2.7475 0.2 0.2 0.0
S 1.1387 -1.3913 -2.3573 0.1 -0.3 -0.4
C 2.3535 -2.7471 -2.1739 -0.2 0.4 0.1
C 2.6482 -3.1032 -0.7180 0.0 -0.1 -0.1
N 1.4425 -3.0858 0.0802 0.2 -0.1 0.4
H 0.6590 -5.0482 0.3920 0.0 0.0 -0.1
H 0.4946 -4.4039 -1.2314 0.0 0.0 0.0
H -1.6674 -4.3873 -0.0949 0.0 0.0 0.1
H -0.9637 -3.5135 1.2872 -0.1 -0.1 0.0
H -2.0394 -1.9656 0.1689 -0.1 0.0 0.0
H -2.2825 -3.0131 -2.0785 0.0 0.1 0.0
H -2.0850 -1.2649 -1.9010 0.0 0.0 -0.1
H -0.1062 -3.3336 -2.9132 0.0 0.0 -0.1
H -0.7429 -1.8924 -3.6997 -0.1 -0.2 0.0
H 1.9601 -3.5951 -2.7310 0.0 0.0 -0.1
H 3.2609 -2.4091 -2.6729 0.0 -0.1 0.0
H 3.1713 -4.0762 -0.7174 0.0 0.2 0.1
H 3.3213 -2.3531 -0.2954 0.0 -0.1 0.0
H 1.6829 -3.0800 1.0632 0.0 -0.1 0.0
Br 1.5860 -0.5730 2.1617 0.2 0.5 0.1
C 1.8035 1.2230 2.8530 0.2 -0.4 0.4
C 2.4347 1.3051 4.0644 -0.2 -0.3 -0.4
C 2.6427 2.5526 4.6589 -0.1 0.4 -0.1
C 2.2396 3.6810 4.0042 0.1 -0.1 0.2
C 1.6181 3.6119 2.7412 0.0 -0.3 -0.1
C 1.2703 4.7979 2.0620 -0.1 0.0 -0.2
C 0.7494 4.7493 0.8034 0.1 0.1 0.2
C 0.4679 3.5067 0.2205 0.0 -0.2 -0.1
C 0.7116 2.3173 0.8616 0.0 -0.1 -0.1
C 1.3574 2.3462 2.1248 0.1 0.2 0.2
H 2.7762 0.4089 4.5556 0.0 -0.1 0.1
H 3.1261 2.6003 5.6192 0.1 0.1 0.1
H 2.4102 4.6582 4.4273 0.0 0.1 0.1
H 1.4339 5.7421 2.5559 0.1 0.1 0.1
H 0.5289 5.6539 0.2592 0.0 0.1 0.0
H 0.0431 3.5180 -0.7683 -0.1 0.0 -0.1
Cl -0.3541 1.4525 -2.6578 -0.1 0.2 -0.4
C -1.5078 2.7635 -2.5063 -0.3 0.4 -0.2
C -1.5001 3.7337 -3.4913 0.1 -0.1 0.0
C -2.3454 4.8230 -3.3792 0.0 -0.1 0.1
C -3.1769 4.9428 -2.2813 0.0 0.0 0.0
C -3.1845 3.9604 -1.3067 0.3 -0.1 -0.3
Cl -4.2165 4.1249 0.0540 -0.2 0.1 0.1
C -2.3571 2.8330 -1.4074 -0.2 -0.3 0.1
S -2.4982 1.5822 -0.1913 -0.1 -0.1 -0.1
H -0.8331 3.6310 -4.3288 0.1 0.0 -0.2
H -2.3417 5.5827 -4.1416 0.0 0.1 -0.1
H -3.8239 5.7968 -2.1725 -0.1 0.1 0.0
C -2.2288 1.9726 3.2383 0.2 -0.3 -0.1
C -1.6966 0.5524 3.3272 -0.1 0.4 0.8
O -1.6711 -0.1291 2.0686 0.1 -0.1 -0.7
H -2.2431 2.4165 4.2296 0.0 0.0 0.1
H -3.2451 1.9761 2.8485 -0.1 0.1 0.0
H -1.6101 2.5891 2.5896 0.0 0.1 -0.1
H -2.3228 -0.0361 4.0070 0.2 0.0 0.0
H -0.6744 0.5379 3.7055 -0.1 -0.1 -0.1
H -2.5630 -0.0449 1.7019 0.0 -0.1 0.0
```
Forces are in eV/Å.

Calculated values
LUMO level: -3.2 eV
HOMO-LUMO gap: 7.61 eV
charge: +1
energy relative to the best compared isomer or geometry (same formula, charge and spin): 22.8 kcal/mol
HOMO level: -0.398 Eh

---

Record 4
Entry from the OMol25 dataset: a molecular structure, C24H29CaFN3O4S (ωB97M-V/def2-TZVPD).

Geometry as XYZ:
```
63
Properties=species:S:1:pos:R:3:forces:R:3
Ca -0.0665 0.6908 0.6741 0.1 0.0 0.0
O -2.0461 3.8996 2.0361 -0.1 0.0 0.0
C -1.9098 2.7137 1.7602 -0.1 0.1 -0.1
O -1.7336 2.2596 0.5489 0.2 -0.1 0.1
C -1.8615 1.6275 2.8727 0.0 -0.1 0.1
O -2.7369 1.5880 3.7197 0.0 0.0 0.0
O -0.8461 0.8372 2.7609 0.0 0.1 -0.2
C -2.9077 -1.6207 1.4809 0.0 0.0 0.0
C -2.0366 -2.8640 1.2640 0.0 0.0 0.0
C -0.9005 -2.9218 2.2872 0.0 0.0 0.0
C -1.6913 -2.9832 -0.2168 0.0 0.0 0.0
C -2.5635 -3.7541 -0.9829 0.0 0.0 0.0
C -2.4545 -3.8329 -2.3596 0.0 0.0 0.0
C -1.4689 -3.0960 -2.9918 0.0 0.0 0.0
C -0.5662 -2.3192 -2.2703 0.0 0.0 0.0
C 0.4435 -1.5138 -3.0759 0.0 0.0 0.0
C 1.8726 -2.0574 -3.0062 0.0 0.0 0.0
C 0.4271 -0.0113 -2.7764 0.0 0.0 0.0
C -0.6455 -2.2902 -0.8627 0.0 0.0 0.0
N 0.2893 -1.5320 -0.1229 -0.1 0.2 0.1
C 1.3941 -2.1864 0.2990 0.0 0.0 0.0
C 1.7148 -3.5457 0.0746 0.0 0.0 0.0
C 2.8825 -4.1146 0.5587 0.0 0.0 0.0
C 3.8046 -3.3799 1.2927 0.0 0.0 0.0
C 3.5297 -2.0345 1.5340 0.0 0.0 0.0
C 2.3726 -1.4984 1.0429 0.0 -0.1 0.0
F 2.1207 -0.1576 1.2925 0.0 0.0 0.0
H -3.1665 -1.4943 2.5332 0.0 0.0 0.0
H -3.8233 -1.6797 0.8895 0.0 0.0 0.0
H -2.3855 -0.7102 1.1827 0.0 0.0 0.0
H -2.6754 -3.7295 1.4692 0.0 0.0 0.0
H -0.3738 -1.9733 2.3707 0.0 0.0 0.0
H -0.1762 -3.7005 2.0450 0.0 0.0 0.0
H -1.3245 -3.1389 3.2701 0.0 0.0 0.0
H -3.3577 -4.2944 -0.4780 0.0 0.0 0.0
H -3.1430 -4.4412 -2.9336 0.0 0.0 0.0
H -1.3939 -3.1165 -4.0741 0.0 0.0 0.0
H 0.1171 -1.6260 -4.1152 0.0 0.0 0.0
H 2.3056 -1.9112 -2.0178 0.0 0.0 0.0
H 2.5031 -1.5384 -3.7335 0.0 0.0 0.0
H 1.8977 -3.1254 -3.2309 0.0 0.0 0.0
H 1.0220 0.2161 -1.8932 0.0 0.0 0.0
H -0.5918 0.3554 -2.6274 0.0 0.0 0.0
H 0.8657 0.5474 -3.6060 0.0 0.0 0.0
H 1.0159 -4.1476 -0.4927 0.0 0.0 0.0
H 3.0733 -5.1628 0.3573 0.0 0.0 0.0
H 4.7107 -3.8341 1.6696 0.0 0.0 0.0
H 4.2032 -1.4021 2.0984 0.0 0.0 0.0
S 1.7884 2.7427 -0.2922 0.0 0.0 0.0
C 1.0244 4.2688 -0.1518 0.1 0.0 0.0
N 1.8093 5.3505 0.0549 0.0 0.0 0.0
C 1.3137 6.6414 0.5224 0.0 0.0 0.0
C -0.1134 6.4943 1.0219 0.0 0.0 0.0
C -0.9130 5.7333 -0.0193 0.0 0.0 0.1
N -0.2764 4.4477 -0.2601 -0.1 0.0 -0.1
H 2.7782 5.1239 0.1950 0.0 0.0 0.0
H 1.3523 7.3730 -0.2914 0.0 0.0 0.0
H 1.9739 6.9939 1.3161 0.0 0.0 0.0
H -0.5473 7.4784 1.2014 0.0 0.0 0.0
H -0.1481 5.9252 1.9534 0.0 0.0 0.0
H -0.9750 6.3019 -0.9537 0.0 0.0 0.0
H -1.9107 5.5174 0.3525 0.0 0.0 0.0
H -0.8756 3.6121 -0.1658 0.0 -0.1 0.0
```
Forces are in eV/Å.

Calculated values
LUMO level: 2.4 eV
HOMO-LUMO gap: 6.92 eV
charge: -1
energy relative to the best compared isomer or geometry (same formula, charge and spin): 1.0 kcal/mol
HOMO level: -0.165 Eh